(1)
6 unconnected molecules or ions with the total composition C2H16O5S at a distorted geometry, computed with ωB97M-V/def2-TZVPD.

```
! RIJCOSX wB97M-V def2-TZVPD def2/J DEFGRID3
* xyz 0 1
C -0.33 -1.81 -1.64
C 0.05 -0.31 -1.60
S 1.58 0.27 -2.35
H 0.63 -2.45 -1.28
H -0.44 -2.09 -2.76
H -1.18 -2.32 -1.11
H -0.66 0.23 -2.23
H -0.02 -0.02 -0.55
H 2.48 -0.31 -1.49
H -0.99 3.16 -0.58
H -0.29 1.90 0.23
O -1.05 2.27 -0.34
H -0.32 -0.50 2.88
H -1.14 -0.39 1.53
O -0.35 -0.67 1.98
H 1.74 2.01 0.70
H 0.79 1.00 1.25
O 0.92 1.89 1.33
H -2.27 1.12 0.92
H -2.89 -0.15 0.11
O -2.64 0.22 0.94
H 1.45 -0.82 1.62
H 2.75 -1.51 1.34
O 2.17 -0.73 1.10
*
```

Calculated values
SMILES string ... CCS.O.O.O.O.O
Maximum force ... 6.15 eV/A
Energy relative to the best compared isomer or geometry (same formula, charge and spin) ... 37.6 kcal/mol
E ... -23405.354 eV
LUMO energy ... 0.0169 Eh
Kohn-Sham gap ... 9.4 eV

Here are the natural (NBO) charges for atoms 1 to 2, given in e: C -0.64; C -0.53

---

(2)
14 unconnected molecules or ions with the total composition C15H56F3N14O16S at a distorted geometry, computed with ωB97M-V/def2-TZVPD.

```
! RIJCOSX wB97M-V def2-TZVPD def2/J DEFGRID3
* xyz -1 1
C 26.69 -27.58 -22.30
F 26.10 -27.60 -23.49
F 27.63 -26.71 -22.49
F 25.95 -27.06 -21.33
S 27.34 -29.43 -21.80
O 26.20 -30.31 -22.20
O 28.62 -29.55 -22.55
O 27.58 -29.45 -20.35
C 24.00 -31.31 -17.64
C 24.96 -30.14 -17.33
C 24.31 -28.95 -16.59
O 23.27 -28.29 -17.36
C 23.51 -27.74 -18.61
N 26.00 -30.67 -16.52
H 23.64 -31.73 -16.71
H 24.47 -32.23 -17.99
H 23.15 -30.97 -18.23
H 25.47 -29.67 -18.17
H 25.04 -28.23 -16.22
H 23.93 -29.40 -15.67
H 24.50 -27.99 -19.01
H 23.53 -26.65 -18.53
H 22.66 -28.07 -19.20
H 25.71 -30.61 -15.56
H 26.11 -31.66 -16.67
C 22.71 -28.13 -22.38
C 21.38 -28.10 -23.28
C 21.77 -28.64 -24.70
O 20.88 -28.09 -25.61
C 20.97 -26.72 -25.83
N 20.42 -28.95 -22.66
H 22.54 -27.67 -21.41
H 23.48 -27.62 -22.95
H 22.99 -29.15 -22.12
H 20.86 -27.15 -23.26
H 21.80 -29.73 -24.76
H 22.77 -28.42 -25.05
H 20.12 -26.59 -26.50
H 21.90 -26.35 -26.29
H 20.66 -26.15 -24.96
H 19.95 -28.50 -21.89
H 19.63 -29.10 -23.27
O 27.10 -33.00 -22.95
H 26.95 -32.16 -22.50
H 26.29 -33.49 -22.81
O 24.11 -31.72 -20.88
H 24.63 -30.91 -20.91
H 24.20 -32.03 -19.98
O 24.96 -30.77 -24.62
H 25.85 -30.59 -24.91
H 24.85 -30.24 -23.83
O 30.48 -25.77 -22.55
H 30.16 -26.65 -22.33
H 29.71 -25.21 -22.47
O 28.37 -30.94 -18.25
H 27.62 -31.06 -17.66
H 28.05 -30.36 -18.93
C 31.53 -28.41 -20.22
O 32.64 -28.28 -19.79
N 30.52 -27.66 -19.95
N 31.15 -29.39 -20.94
H 29.58 -28.02 -20.05
H 30.68 -26.93 -19.27
H 31.80 -29.97 -21.43
H 30.34 -29.18 -21.51
C 31.84 -31.90 -22.91
O 32.12 -32.04 -21.71
N 32.76 -31.94 -23.84
N 30.67 -31.74 -23.35
H 32.49 -31.84 -24.81
H 33.72 -31.79 -23.59
H 30.29 -31.89 -24.27
H 29.98 -31.84 -22.63
C 30.53 -28.42 -25.46
O 29.52 -28.17 -26.01
N 30.61 -28.70 -24.19
N 31.70 -28.34 -26.06
H 29.73 -28.92 -23.75
H 31.52 -28.96 -23.82
H 32.51 -28.58 -25.51
H 31.84 -28.20 -27.05
C 27.30 -25.42 -26.34
O 27.53 -25.86 -27.42
N 26.19 -24.76 -25.99
N 28.11 -25.54 -25.32
H 25.47 -24.52 -26.66
H 26.32 -24.31 -25.10
H 27.87 -25.23 -24.39
H 28.96 -26.07 -25.45
C 27.47 -23.44 -22.45
O 26.76 -23.93 -23.30
N 28.22 -22.44 -22.70
N 27.38 -23.75 -21.20
H 28.39 -22.21 -23.67
H 28.74 -22.11 -21.90
H 28.10 -23.42 -20.58
H 26.57 -24.34 -21.06
C 27.88 -26.60 -17.60
O 27.77 -25.93 -18.62
N 28.15 -26.08 -16.43
N 27.92 -27.91 -17.65
H 28.23 -26.77 -15.70
H 28.41 -25.11 -16.31
H 27.85 -28.31 -18.57
H 28.11 -28.42 -16.79
*
```

Calculated values
Maximum force ... 7.53 eV/A
E ... -89077.118 eV
LUMO energy ... 0.0753 Eh
Kohn-Sham gap ... 8.6 eV

Here are the Mulliken charges for atoms 1 to 2, given in e: C 0.48; F -0.28

---

(3)
A gas-phase ion, C3H5N2O (charge +1) at a distorted geometry, computed with ωB97M-V/def2-TZVPD.

```
! RIJCOSX wB97M-V def2-TZVPD def2/J DEFGRID3
* xyz 1 1
C -0.11 1.17 -0.91
C 0.70 -1.11 -0.31
C -0.84 0.26 1.09
N -0.40 1.31 0.43
N 0.44 0.03 -1.20
O -0.44 -0.91 0.80
H 0.48 -2.14 -0.79
H 1.73 -1.02 0.26
H -1.54 0.40 1.95
H -0.60 2.35 0.80
H 0.58 -0.34 -2.12
*
```

Calculated values
Maximum force ... 3.82 eV/A
Energy relative to the best compared isomer or geometry (same formula, charge and spin) ... 83.1 kcal/mol
E ... -8209.588 eV
LUMO energy ... -0.1829 Eh
Kohn-Sham gap ... 9.0 eV

Here are the natural (NBO) charges for atoms 1 to 2, given in e: C 0.30; C 0.06